{
  "formula": "CH6Cl2N3P2",
  "method": "ωB97M-V/def2-TZVPD",
  "homo_energy_ha": -0.5157,
  "charge": 1,
  "total_energy_ev": -49221.6850,
  "multiplicity": 1,
  "smiles": "N/C(NPCl)=[NH+]/PCl",
  "homo_lumo_gap_ev": 10.36,
  "de_lowest_kj_mol": 0.0,
  "symbols": ["N", "C", "N", "P", "Cl", "N", "P", "Cl", "H", "H", "H", "H", "H", "H"],
  "positions_angstrom": [[-0.201, -1.266, 1.052], [-0.143, -0.307, 0.128], [1.058, -0.062, -0.462], [2.451, -1.219, -0.611], [1.895, -2.146, -2.373], [-1.210, 0.377, -0.147], [-1.147, 1.764, -1.407], [-2.453, 0.946, -2.655], [0.501, -1.942, 1.309], [-0.751, -1.178, 1.927], [0.977, 0.458, -1.343], [3.230, -0.071, -1.135], [-2.111, -0.092, -0.060], [-1.996, 2.250, -0.361]],
  "lowdin_charge": [0.173, -0.592, -0.236, 0.566, 0.150, -0.167, 0.564, 0.246, 0.097, 0.155, 0.023, -0.041, 0.115, -0.051]
}



{
  "formula": "C5H10N2S",
  "method": "ωB97M-V/def2-TZVPD",
  "homo_energy_ha": -0.3237,
  "total_energy_ev": -19159.2670,
  "multiplicity": 1,
  "smiles": "C/C(=N/S)N1C[C@@H]1C",
  "homo_lumo_gap_ev": 9.57,
  "de_lowest_kj_mol": 351.1,
  "symbols": ["C", "C", "N", "S", "N", "C", "C", "C", "H", "H", "H", "H", "H", "H", "H", "H", "H", "H"],
  "positions_angstrom": [[2.632, 0.428, 0.170], [1.135, 0.710, -0.127], [0.917, 1.529, -0.988], [-0.496, 1.889, -1.835], [0.162, -0.047, 0.734], [-1.202, 0.495, 0.919], [-1.011, -0.581, -0.009], [-1.546, -2.012, 0.395], [3.354, 0.759, -0.577], [2.929, 0.949, 1.068], [2.683, -0.718, 0.403], [0.073, 2.321, -2.997], [-1.349, 1.489, 0.569], [-1.799, 0.251, 1.865], [-1.297, -0.339, -1.057], [-1.151, -3.005, -0.088], [-1.403, -2.078, 1.356], [-2.630, -2.041, 0.200]],
  "lowdin_charge": [-0.029, -0.459, -0.310, 0.761, 0.028, -0.154, -0.358, -0.038, 0.067, 0.056, 0.107, -0.130, 0.058, 0.140, 0.085, 0.110, -0.011, 0.076]
}



{
  "formula": "C2H5Br3NO",
  "method": "ωB97M-V/def2-TZVPD",
  "homo_energy_ha": -0.5074,
  "charge": 1,
  "total_energy_ev": -215809.1393,
  "multiplicity": 1,
  "homo_lumo_gap_ev": 7.30,
  "de_lowest_kj_mol": 372.9,
  "symbols": ["C", "C", "N", "O", "Br", "Br", "Br", "H", "H", "H", "H", "H"],
  "positions_angstrom": [[0.110, 0.523, -0.794], [1.148, -0.187, -0.078], [-0.471, 1.602, -0.059], [-0.412, -1.578, 1.215], [1.945, -1.730, -0.952], [1.940, 0.639, 1.336], [-1.416, -2.532, -0.017], [-0.762, -0.197, -0.914], [0.310, 0.871, -1.879], [-0.039, 2.466, -0.230], [-1.293, 1.514, 0.505], [-1.059, -1.392, 1.867]],
  "lowdin_charge": [-0.430, -1.035, -0.010, -0.621, 0.843, 1.003, 0.803, 0.083, 0.190, 0.071, 0.098, 0.004]
}



{
  "formula": "C18H42AlFN3O13P",
  "method": "ωB97M-V/def2-TZVPD",
  "homo_energy_ha": -0.5085,
  "charge": 2,
  "total_energy_ev": -69016.4980,
  "multiplicity": 1,
  "homo_lumo_gap_ev": 1.87,
  "de_lowest_kj_mol": 241.7,
  "symbols": ["Al", "F", "O", "P", "N", "C", "C", "N", "C", "C", "N", "C", "C", "H", "H", "H", "H", "H", "H", "H", "H", "H", "H", "H", "H", "H", "H", "H", "H", "H", "H", "C", "O", "C", "O", "O", "C", "H", "H", "H", "H", "H", "H", "C", "O", "C", "O", "O", "C", "H", "H", "H", "H", "H", "H", "C", "O", "C", "O", "O", "C", "H", "H", "H", "H", "H", "H", "C", "O", "C", "O", "O", "C", "H", "H", "H", "H", "H", "H"],
  "positions_angstrom": [[-1.203, -2.775, -0.168], [0.360, -0.398, -0.823], [-0.676, -1.029, 2.243], [0.034, -0.229, 3.296], [0.521, -1.199, 4.672], [1.187, -0.677, 5.847], [0.285, -2.619, 4.723], [-0.772, 1.072, 4.017], [-2.214, 1.229, 4.030], [-0.074, 1.940, 5.026], [1.551, 0.342, 2.789], [2.410, -0.667, 2.086], [1.799, 1.690, 2.333], [0.556, -0.429, 6.700], [1.654, 0.269, 5.574], [2.085, -1.215, 6.152], [1.087, -3.123, 5.263], [0.226, -3.061, 3.728], [-0.657, -2.846, 5.222], [-2.420, 2.299, 4.016], [-2.675, 0.816, 3.133], [-2.766, 0.751, 4.839], [-0.224, 1.572, 6.041], [0.994, 1.909, 4.810], [-0.376, 2.987, 5.002], [2.464, -1.586, 2.669], [2.170, -0.862, 1.040], [3.429, -0.281, 2.093], [1.336, 2.435, 2.979], [1.407, 1.840, 1.327], [2.883, 1.804, 2.300], [-4.149, -0.642, -3.784], [-2.797, -0.189, -4.108], [-1.751, -0.893, -3.773], [-1.685, -1.879, -2.967], [-0.670, -0.334, -4.373], [0.604, -1.024, -4.216], [-4.948, -0.019, -4.186], [-4.265, -0.546, -2.704], [-4.173, -1.703, -4.033], [0.537, -1.932, -4.814], [0.700, -1.358, -3.183], [1.485, -0.487, -4.568], [-1.892, 1.759, -0.171], [-3.051, 1.555, 0.557], [-3.656, 0.334, 0.719], [-3.308, -0.723, 0.278], [-4.725, 0.496, 1.577], [-5.708, -0.573, 1.741], [-1.830, 1.273, -1.145], [-1.053, 1.411, 0.432], [-1.787, 2.840, -0.255], [-6.360, -0.268, 2.559], [-5.253, -1.554, 1.874], [-6.352, -0.620, 0.863], [3.748, -5.428, -3.575], [2.455, -4.942, -3.103], [2.273, -3.781, -2.438], [1.145, -3.482, -2.048], [3.395, -3.134, -2.199], [3.353, -1.748, -1.716], [4.627, -5.150, -2.993], [4.041, -4.927, -4.498], [3.837, -6.508, -3.693], [2.528, -1.695, -1.006], [3.110, -1.120, -2.573], [4.207, -1.356, -1.163], [1.460, 2.197, -2.224], [1.802, 3.412, -2.889], [0.913, 4.121, -3.475], [-0.272, 3.972, -3.435], [1.525, 4.971, -4.284], [0.946, 5.856, -5.256], [2.387, 1.766, -1.844], [1.077, 1.435, -2.902], [0.809, 2.383, -1.369], [0.129, 5.390, -5.806], [1.587, 6.145, -6.090], [0.623, 6.737, -4.701]],
  "lowdin_charge": [1.141, -0.414, -0.305, 0.657, -0.165, -0.067, -0.046, -0.194, -0.036, -0.055, -0.182, -0.019, -0.038, 0.118, 0.068, 0.123, 0.112, 0.094, 0.125, 0.119, 0.071, 0.117, 0.099, 0.059, 0.115, 0.094, 0.079, 0.108, 0.086, 0.110, 0.113, 0.022, 0.024, -0.533, -0.034, 0.005, -0.033, 0.105, 0.079, 0.104, 0.105, 0.044, 0.099, -0.065, -0.015, -0.539, 0.034, -0.036, -0.007, 0.102, 0.058, 0.109, 0.100, 0.090, 0.099, -0.018, 0.021, -0.574, 0.000, 0.008, 0.011, 0.087, 0.095, 0.101, 0.046, 0.092, 0.098, -0.023, 0.038, -0.670, 0.152, 0.008, -0.013, 0.088, 0.083, 0.074, 0.095, 0.096, 0.100]
}



{
  "formula": "C26H34N5P2PtSTe",
  "method": "ωB97M-V/def2-TZVPD",
  "homo_energy_ha": [-0.5833, -0.5833],
  "charge": 3,
  "total_energy_ev": -74893.4665,
  "multiplicity": 1,
  "homo_lumo_gap_ev": [4.99, 5.00],
  "symbols": ["Pt", "C", "N", "C", "C", "N", "C", "C", "C", "C", "C", "C", "N", "C", "N", "C", "C", "C", "C", "C", "C", "N", "H", "H", "H", "H", "H", "H", "H", "H", "H", "H", "H", "H", "H", "H", "H", "C", "P", "C", "C", "C", "P", "C", "C", "H", "H", "H", "H", "H", "H", "H", "H", "H", "H", "H", "H", "H", "H", "H", "H", "Te", "C", "C", "C", "C", "S", "H", "H", "H"],
  "positions_angstrom": [[-0.554, -0.528, 0.039], [-0.257, -2.468, 2.759], [-1.441, -2.020, 2.025], [-2.420, -1.255, 2.804], [-2.275, 0.219, 2.607], [-1.523, 0.775, 1.676], [-1.630, 2.132, 1.831], [-0.985, 3.183, 1.177], [-1.353, 4.471, 1.517], [-2.300, 4.716, 2.513], [-2.898, 3.684, 3.225], [-2.544, 2.388, 2.877], [-2.919, 1.145, 3.345], [0.906, -1.540, 2.596], [0.988, -0.578, 1.696], [2.221, 0.011, 1.855], [2.837, 1.067, 1.172], [4.136, 1.383, 1.534], [4.807, 0.696, 2.548], [4.203, -0.337, 3.249], [2.905, -0.666, 2.887], [2.030, -1.634, 3.331], [-0.463, -2.585, 3.832], [0.052, -3.450, 2.384], [-1.915, -2.839, 1.658], [-3.428, -1.545, 2.487], [-2.343, -1.476, 3.879], [-0.214, 2.973, 0.448], [-0.895, 5.310, 1.018], [-2.564, 5.735, 2.748], [-3.609, 3.884, 4.012], [-3.565, 0.979, 4.104], [2.291, 1.652, 0.443], [4.638, 2.201, 1.040], [5.815, 0.984, 2.803], [4.717, -0.862, 4.039], [2.236, -2.310, 4.053], [-2.304, 2.633, -1.620], [-1.322, 1.107, -1.806], [-0.064, 1.560, -3.052], [-2.506, 0.070, -2.773], [-1.955, -1.318, -3.052], [-1.479, -2.186, -1.497], [-3.034, -2.985, -0.957], [-0.497, -3.571, -2.162], [-2.716, 2.921, -2.588], [-1.691, 3.447, -1.247], [-3.120, 2.460, -0.920], [-0.571, 1.935, -3.942], [0.550, 0.700, -3.311], [0.584, 2.344, -2.665], [-2.718, 0.589, -3.712], [-3.441, 0.002, -2.209], [-1.071, -1.257, -3.692], [-2.694, -1.932, -3.578], [-3.520, -3.437, -1.822], [-3.709, -2.254, -0.512], [-2.821, -3.771, -0.233], [-1.116, -4.128, -2.868], [-0.174, -4.244, -1.370], [0.380, -3.188, -2.685], [2.330, -1.128, -1.093], [3.419, -0.889, -2.844], [4.252, -1.851, -3.392], [4.959, -1.386, -4.496], [4.689, -0.064, -4.778], [3.559, 0.623, -3.714], [4.336, -2.849, -2.997], [5.655, -1.981, -5.062], [5.124, 0.531, -5.560]],
  "lowdin_charge": [0.654, -0.102, -0.080, -0.095, -0.283, 0.033, -0.236, -0.059, -0.058, -0.040, 0.023, -0.162, 0.198, -0.294, -0.043, -0.331, -0.106, -0.053, -0.035, 0.028, -0.168, 0.202, 0.144, 0.148, 0.099, 0.145, 0.144, 0.094, 0.119, 0.122, 0.127, 0.191, 0.088, 0.120, 0.124, 0.129, 0.192, -0.205, 0.842, -0.229, -0.392, -0.382, 0.742, -0.212, -0.242, 0.080, 0.041, 0.068, 0.077, 0.002, 0.060, 0.109, 0.097, 0.091, 0.111, 0.075, 0.055, 0.052, 0.075, 0.059, 0.027, 1.279, -0.971, -0.198, -0.113, -0.310, 0.991, 0.116, 0.132, 0.098]
}



{
  "formula": "C4H7NO2",
  "method": "ωB97M-V/def2-TZVPD",
  "homo_energy_ha": -0.2491,
  "total_energy_ev": -9843.1506,
  "multiplicity": 1,
  "homo_lumo_gap_ev": 7.61,
  "de_lowest_kj_mol": 398.4,
  "symbols": ["O", "C", "C", "O", "C", "N", "C", "H", "H", "H", "H", "H", "H", "H"],
  "positions_angstrom": [[-0.208, -1.169, 1.524], [0.226, 0.112, 1.043], [1.356, -0.191, 0.057], [0.852, -0.883, -1.101], [-0.260, -0.391, -1.636], [-0.988, 0.492, -1.003], [-0.849, 0.840, 0.364], [-1.153, -1.055, 1.703], [0.621, 0.713, 1.870], [1.820, 0.743, -0.275], [2.106, -0.856, 0.482], [-0.507, -0.804, -2.609], [-1.030, 1.899, 0.511], [-2.001, 0.493, -0.904]],
  "lowdin_charge": [-0.047, -0.403, -0.105, -0.018, -0.147, 0.017, -0.159, 0.082, 0.139, 0.134, 0.129, 0.143, 0.080, 0.154]
}